88
Properties=species:S:1:pos:R:3:forces:R:3 method="wB97M-V/def2-TZVPD" fmax_ha_per_bohr=0.1483 total_energy_ev=-93688.716 s2=6.04 lumo_energy_ev="-4.94 / -8.54" total_charge=+2 orbital_gap_ev="5.92 / 4.46" multiplicity=5
P 2.40516 -2.79984 -0.21731 -2.514 2.409 0.075
C 1.22520 -3.90550 -0.87935 0.276 -0.166 -0.669
C 2.00514 -4.43609 -1.94960 -0.551 -0.291 0.659
H 2.83010 -3.82382 -2.32816 -0.137 -0.489 -0.116
C 1.77506 -5.72805 -2.35722 -0.027 -0.382 -0.737
H 2.44084 -6.15321 -3.11936 -0.524 -0.035 0.340
C 0.71066 -6.44592 -1.79646 0.405 0.172 -0.155
H 0.55700 -7.46884 -2.13128 -0.096 0.165 0.182
C -0.13984 -5.86982 -0.84198 -0.359 0.085 0.039
H -0.97720 -6.46786 -0.45456 0.372 0.438 -0.236
C 0.08302 -4.57377 -0.37059 0.804 -0.144 -0.252
H -0.58706 -4.09003 0.34634 0.420 -0.312 -0.068
C 2.68171 -1.34384 -1.22033 0.224 0.985 -0.244
C 2.11159 -1.02025 -2.48952 0.637 -0.443 0.630
H 1.20786 -1.52515 -2.83317 0.367 -0.044 0.051
C 2.74877 -0.07086 -3.28831 -0.058 0.229 -0.197
H 2.37122 0.15197 -4.30305 0.142 -0.151 0.754
C 3.90583 0.58243 -2.83708 0.128 -0.141 0.310
H 4.43447 1.28707 -3.48259 -0.224 -0.272 0.119
C 4.40990 0.33537 -1.54896 0.040 0.578 -0.179
H 5.32439 0.82558 -1.18712 -0.536 -0.090 -0.268
C 3.76455 -0.56332 -0.72440 -0.324 -1.028 -0.402
H 4.13257 -0.78675 0.27844 0.166 0.111 -0.261
C 2.35400 -2.51824 1.54352 0.905 -0.799 -0.003
C 3.31978 -3.51981 1.83945 -0.567 0.800 0.436
H 3.60960 -4.16743 1.00164 0.334 -0.163 0.744
C 3.86895 -3.59382 3.09657 0.385 -0.427 0.664
H 4.65505 -4.34845 3.26826 -0.518 0.567 0.249
C 3.40478 -2.72186 4.09323 0.278 -0.325 -0.283
H 3.85103 -2.81110 5.08370 -0.244 0.178 -0.192
C 2.40480 -1.77229 3.83119 -0.095 0.135 0.030
H 2.05944 -1.12074 4.65909 0.196 -0.497 -0.717
C 1.86843 -1.63632 2.54205 0.341 -0.614 -0.324
H 1.07460 -0.91746 2.31859 0.363 -0.221 0.075
Pd -2.75040 0.77030 0.11340 -2.149 4.170 0.129
C -1.39442 2.45599 0.13090 -0.059 1.365 0.085
C -0.06783 2.52326 0.04274 1.891 0.189 0.409
H -1.90779 3.44371 0.18598 0.140 -0.718 -0.177
C 0.90455 1.31239 0.05591 0.263 -1.178 -0.447
O 1.81843 1.37907 1.19561 0.040 0.623 -0.972
H 2.26591 0.51868 1.28310 -0.251 0.428 -0.221
C 0.14569 0.06381 0.20930 -3.432 1.234 0.130
H 1.38715 1.17083 -0.96665 0.291 0.833 1.205
C -1.17475 -0.11120 0.31491 5.492 -5.274 -0.451
Cl -3.89602 -1.45696 -0.11304 -0.265 -0.589 -0.017
P -2.80799 0.59134 2.43851 -0.753 -0.023 2.035
P -2.83277 0.50785 -2.22099 -0.430 -0.473 -1.759
C -4.45165 -0.05397 2.88867 -0.004 0.062 -0.414
H -4.67245 -0.83973 2.15524 -0.115 0.112 0.369
H -5.20081 0.74306 2.78416 0.193 -0.219 0.058
H -4.44313 -0.45321 3.90628 -0.040 0.122 -0.096
C -1.65567 -0.40315 3.43519 0.370 -0.200 -0.103
H -0.70784 0.12854 3.58928 -0.241 -0.031 -0.118
H -1.43757 -1.33899 2.91222 -0.077 0.049 0.115
H -2.09651 -0.63791 4.41523 0.032 0.161 -0.315
C -2.70066 2.25808 3.16546 0.051 0.051 -0.094
H -3.45551 2.89624 2.69538 0.098 -0.122 0.089
H -1.71246 2.67496 2.95165 -0.084 -0.028 0.084
H -2.86199 2.22359 4.25263 0.044 -0.070 -0.283
C -4.58013 0.38843 -2.72056 0.089 -0.064 0.267
H -5.06886 1.35245 -2.54125 0.112 -0.181 -0.127
H -5.03356 -0.36965 -2.06958 -0.003 0.208 -0.357
H -4.64993 0.09703 -3.77367 -0.035 0.098 0.137
C -2.20281 2.01208 -3.02807 0.125 0.133 0.137
H -1.11872 2.07502 -2.88281 -0.165 -0.009 -0.064
H -2.66584 2.88059 -2.54885 0.028 -0.100 -0.153
H -2.43838 2.00016 -4.10143 0.032 -0.032 0.250
C -1.96909 -0.84969 -3.07236 0.084 -0.136 0.162
H -2.16483 -1.78182 -2.53181 -0.011 0.143 -0.138
H -0.88694 -0.66450 -3.08796 -0.298 0.031 0.038
H -2.34300 -0.93177 -4.10319 0.100 0.043 0.262
P 0.91395 4.10284 0.02075 -0.021 0.061 0.138
C -0.13276 5.52452 -0.31944 -0.307 0.189 -0.265
C 2.20075 4.06630 -1.26369 -0.040 -0.215 -0.157
H -0.99614 5.52473 0.35062 0.078 -0.024 -0.051
H -0.49225 5.50094 -1.35579 0.026 -0.112 0.229
H 0.39945 6.47539 -0.18137 0.086 -0.380 0.066
H 2.86363 3.20352 -1.11664 -0.198 0.157 0.018
H 2.81721 4.97728 -1.26166 -0.323 -0.193 0.210
H 1.72316 3.98586 -2.24916 0.082 -0.049 0.223
C 1.74917 4.42140 1.59806 0.035 -0.134 0.185
H 1.00781 4.67990 2.36469 0.094 -0.126 -0.192
H 2.47464 5.24665 1.53421 -0.305 -0.221 -0.228
H 2.26794 3.50310 1.89410 -0.127 0.238 -0.026
H -1.36768 -1.23298 0.36253 -0.159 0.953 0.156
O -6.68876 2.09027 0.41553 3.273 0.593 -0.493
C -5.49400 2.17644 0.23406 -4.207 -0.994 0.523
N -4.30898 2.19691 0.07200 0.941 -0.169 -0.042

95
Properties=species:S:1:pos:R:3:forces:R:3 method="wB97M-V/def2-TZVPD" fmax_ha_per_bohr=0.0088 total_energy_ev=-84712.241 lumo_energy_ev=2.11 total_charge=-1 orbital_gap_ev=6.29
Tl -0.19612 0.23053 -0.49673 0.187 0.053 -0.174
O 1.03607 -0.67780 3.63991 0.093 0.061 0.004
C 0.48441 -0.35098 2.58319 -0.170 -0.256 0.096
N 1.02965 -0.16411 1.38313 0.003 0.225 -0.010
C 2.40541 -0.38069 1.14969 0.036 0.051 0.139
C 3.21646 -1.17726 1.96606 -0.038 -0.014 0.011
C 4.55254 -1.38444 1.66399 -0.012 0.017 -0.037
C 5.10544 -0.80190 0.53269 -0.011 -0.002 0.028
C 4.31295 -0.02737 -0.29454 -0.003 0.014 -0.049
C 2.96300 0.19013 -0.01269 -0.087 0.054 0.011
N 2.10507 0.83460 -0.91531 0.018 -0.131 0.295
C 2.53884 1.85178 -1.65339 0.089 0.029 -0.250
O 3.55482 2.54563 -1.51621 0.079 -0.101 0.038
C 1.67627 2.13113 -2.86769 -0.033 0.114 -0.039
C 2.29682 2.63927 -4.00825 -0.057 0.031 0.064
C 1.54014 2.82660 -5.14668 -0.066 -0.028 -0.045
C 0.18621 2.51348 -5.11252 0.031 0.027 0.014
C -0.34084 2.02777 -3.93011 0.033 0.051 -0.016
N 0.38029 1.84071 -2.82694 0.027 0.132 -0.105
C -1.02330 -0.15617 2.67862 0.040 0.035 0.004
C -1.64093 -0.54850 3.86397 0.051 0.018 0.023
C -3.00491 -0.40310 3.99459 -0.041 -0.002 -0.039
C -3.71967 0.14978 2.94047 0.028 -0.007 0.007
C -3.02132 0.52118 1.80878 0.056 0.012 -0.072
N -1.70487 0.37179 1.66894 -0.066 0.229 0.054
H 2.78565 -1.62076 2.84792 0.012 0.012 0.008
H 5.15816 -1.99762 2.31987 0.005 -0.008 0.007
H 6.15160 -0.94737 0.29268 0.008 -0.012 -0.011
H 4.73111 0.42362 -1.18174 0.010 0.041 -0.022
H 3.35127 2.86671 -3.96447 0.021 0.002 0.013
H 1.99651 3.19782 -6.05595 -0.008 0.011 -0.002
H -0.44582 2.62927 -5.98216 0.003 -0.015 -0.010
H -1.38753 1.74849 -3.87291 0.059 0.024 -0.073
H -1.01856 -0.95754 4.64529 0.007 -0.003 -0.002
H -3.50874 -0.71433 4.90125 -0.002 0.004 0.006
H -4.78981 0.29624 2.99047 -0.010 -0.015 -0.010
H -3.54864 0.96685 0.97596 -0.025 0.013 -0.035
N -0.11023 2.63267 0.17364 0.082 -0.163 0.077
C -0.78884 3.81890 -0.35788 0.060 0.033 0.009
C -2.30820 3.72428 -0.32680 -0.029 0.106 -0.030
C -2.90159 2.98847 -1.51876 0.003 -0.051 -0.028
N -2.58095 1.56421 -1.49408 -0.191 0.015 0.093
H -0.24954 2.54113 1.17463 -0.031 0.039 0.040
H 0.89217 2.70220 0.01916 0.011 0.020 0.090
H -0.46264 3.94147 -1.39060 0.050 0.011 -0.045
H -0.47348 4.71546 0.18810 0.020 -0.022 0.003
H -2.71148 4.74118 -0.33397 0.005 0.011 0.040
H -2.63106 3.26796 0.61163 -0.054 -0.061 0.070
H -2.45725 3.41374 -2.42189 -0.032 -0.013 -0.043
H -3.97989 3.18706 -1.57717 0.003 -0.031 0.022
H -2.56624 1.14900 -2.41829 -0.002 -0.041 0.083
H -3.25693 1.03232 -0.95738 0.019 0.017 -0.091
O -1.44910 -2.18386 0.84457 -0.215 -0.151 0.194
P -1.33480 -3.56185 0.30629 0.173 0.155 -0.258
N -1.33393 -4.67910 1.55402 0.142 0.118 -0.016
C -1.81364 -4.28085 2.88194 -0.062 -0.052 -0.015
C -1.58738 -5.53158 3.72076 0.004 0.003 0.005
C -0.27623 -6.06961 3.15100 -0.008 -0.010 -0.012
C -0.41809 -5.82095 1.64704 -0.013 -0.042 -0.004
N -2.56951 -3.90892 -0.73031 -0.127 -0.073 0.273
C -3.71519 -2.99757 -0.84366 -0.029 -0.028 -0.053
C -4.56593 -3.68688 -1.89878 0.012 -0.017 -0.005
C -4.41950 -5.15991 -1.51621 0.030 0.029 -0.032
C -2.94075 -5.27145 -1.12570 -0.012 0.006 -0.090
N 0.04171 -3.82817 -0.53421 0.114 -0.307 0.093
C 0.19541 -4.48766 -1.83669 0.052 0.060 -0.032
C 1.60907 -4.08599 -2.25668 -0.027 -0.046 0.007
C 2.34764 -3.95791 -0.92536 0.015 0.001 0.003
C 1.30983 -3.26320 -0.05394 -0.052 -0.142 -0.073
H -2.85881 -3.96792 2.84788 -0.018 -0.016 -0.009
H -1.23305 -3.44137 3.27258 0.033 0.084 0.024
H -2.39376 -6.24972 3.55037 -0.009 0.002 0.005
H -1.53548 -5.31445 4.78776 -0.013 -0.007 0.008
H -0.10166 -7.12067 3.38132 0.017 0.003 0.008
H 0.56031 -5.48991 3.54674 0.010 0.011 0.000
H -0.83531 -6.70293 1.14565 -0.022 0.019 0.004
H 0.54077 -5.60396 1.17439 0.002 -0.009 -0.018
H -3.38391 -2.00287 -1.13553 0.010 -0.022 -0.010
H -4.26206 -2.91542 0.10537 0.001 0.010 0.035
H -4.13001 -3.50601 -2.88380 -0.001 -0.010 -0.007
H -5.59980 -3.34161 -1.89556 -0.035 0.002 0.006
H -4.67952 -5.84460 -2.32242 -0.008 -0.005 -0.011
H -5.05505 -5.38437 -0.65578 -0.011 -0.019 0.024
H -2.34333 -5.59820 -1.98040 0.010 0.026 -0.015
H -2.78343 -5.97890 -0.30611 -0.002 -0.010 0.031
H -0.55305 -4.13970 -2.55079 0.015 -0.107 0.040
H 0.11189 -5.57786 -1.73778 0.014 -0.008 -0.001
H 1.56764 -3.11338 -2.75075 0.027 -0.020 -0.030
H 2.05634 -4.80255 -2.94481 -0.005 -0.008 0.008
H 3.27529 -3.39004 -0.98671 0.013 0.027 0.009
H 2.57217 -4.95127 -0.52365 0.022 0.007 0.015
H 1.33756 -2.18416 -0.22119 0.007 -0.053 -0.006
H 1.45065 -3.42766 1.01771 0.009 -0.005 0.033
I -0.93815 -1.29666 -2.60668 -0.086 0.321 0.106
I -1.80803 -3.13990 -5.05896 -0.160 -0.250 -0.344